# 1
# C5H12NO

A molecular structure, C5H12NO (ωB97M-V/def2-TZVPD, OMol25).

Last column: Mulliken charge in e.
Element x y z (Å)
H -1.23029 1.84573 -0.13578  0.394
C 0.70370 0.91047 0.13164  -0.764
O 3.61465 -1.42985 -0.37566  -0.882
H -0.98140 0.42477 -1.08107  0.277
C 1.42019 -0.42882 -0.03276  -0.344
H -3.29182 0.34533 0.34422  0.270
C 2.95141 -0.28228 -0.21927  -0.516
H -1.79706 -0.93369 0.53380  0.349
H -3.07242 -0.95221 -0.91766  0.279
H 1.03420 -0.94404 -0.92410  0.261
H 3.04605 0.43764 -1.09511  0.140
C -3.06572 -0.69130 0.13909  -0.900
H 3.30613 0.35208 0.65135  0.152
C -0.81623 0.82459 -0.07725  -0.445
H 1.21176 -1.04545 0.83678  0.224
N -1.39626 0.02068 0.96030  -0.544
H -3.61987 -1.40080 0.74253  0.343
H 0.89865 1.32919 1.12269  0.328
H 1.08434 1.61796 -0.60372  0.379

The molecular weight comes out at 102.16 u. The LUMO energy comes out at 3.1 eV. For the energy above the lowest of the compared OMol25 structures with the same formula, charge and spin, the calculation gives 107.86 kcal/mol. As for the net charge: -1. Its HOMO-LUMO gap is 5.186 eV.

---

# 2
# C22H38F13N2O8S3

A molecular structure, C22H38F13N2O8S3 (ωB97M-V/def2-TZVPD, OMol25).

Last column: Mulliken charge in e.
Element x y z (Å)
F -2.06063 -1.25066 4.60066  -0.322
H -6.34096 1.17314 5.30172  0.269
S -1.92853 -0.89947 3.06472  1.430
C 6.51156 4.25557 -2.87535  -0.192
S 4.50775 -0.68112 0.45749  1.229
F -0.10889 2.39551 -2.37481  -0.377
H 0.46983 3.45821 0.12763  0.484
H 2.83594 -1.55121 -2.57504  -0.051
H 7.55695 2.39100 -2.58228  0.188
F -0.40267 1.48155 1.75600  -0.325
C 8.77471 4.85610 -2.84260  -0.476
F -1.44490 0.35734 -1.38900  -0.309
H -4.58707 -2.27030 -0.03854  0.101
F -0.37212 -0.67801 3.26379  -0.325
C -6.49338 -4.55185 -0.03703  -0.511
H 3.24109 0.10474 2.15023  0.279
H -7.26905 -4.91215 0.64877  0.280
H 1.83982 -2.72499 -6.08371  0.299
C 8.47187 4.06911 -1.57355  -0.580
N 3.75473 0.31612 -0.55431  -0.205
H 5.91953 3.78100 -3.65634  0.228
C -5.28598 -2.68856 0.69360  0.338
H 1.03230 -2.53107 -4.51485  0.249
N 4.19549 -0.19822 2.02150  -0.658
H 9.42656 4.28404 -3.51468  0.259
H -5.12824 -6.01724 0.84453  0.371
H 5.84940 4.89189 -2.28075  0.208
H -7.76610 -2.05667 5.21029  0.250
O 3.77490 2.51074 -1.69727  -0.642
H 3.94014 -0.08727 -5.00697  0.266
H 2.75308 0.48382 -3.81800  -0.003
F -1.70659 -1.51822 0.50540  -0.233
C 3.09769 -0.38774 -4.37325  -0.135
H 2.64039 3.27113 1.05062  0.460
H -9.41729 -1.41923 5.09455  0.311
O -6.46186 -3.12509 0.00598  -0.458
H -8.96708 -0.35992 2.98134  0.289
C -1.81240 -0.40991 1.21454  0.706
O 3.86816 -1.96562 0.30457  -0.701
H 3.03407 -3.67310 -3.79617  0.341
F -3.49336 -1.15446 2.89466  -0.250
C -8.11274 -0.88746 3.41115  -0.493
C -7.23051 0.83692 4.76826  -0.527
C 1.93585 -2.28793 -5.08681  -0.448
H -6.75421 -4.86744 -1.04808  0.281
H -5.17503 -4.07801 2.34464  0.281
F -2.21565 0.62712 3.41597  -0.314
F -1.66344 -2.42965 2.75640  -0.292
H -7.92687 -1.77793 2.81130  0.219
C 3.47743 -1.54133 -3.45726  -0.076
H 2.02979 1.62799 1.13809  0.134
F -1.72838 2.26316 -0.31009  -0.323
O -7.97332 -0.04546 5.61366  -0.409
C -8.36999 -1.20478 4.87815  -0.440
C 3.18779 -2.74718 -4.34959  -0.652
O 2.03742 -0.87177 -5.21277  -0.451
C 2.32329 2.41544 0.44845  -0.727
H 8.20877 4.74927 -0.75981  0.266
H 9.31118 3.45592 -1.24691  0.356
F 1.18187 0.79847 -1.59556  -0.233
H 9.24673 5.82199 -2.64773  0.284
S 3.84598 1.88762 -0.38909  1.107
C 1.18897 2.88691 -0.47079  -1.412
C -5.11166 -5.02352 0.39906  -0.629
H 4.50806 -1.48131 -3.11388  0.394
C 0.40681 1.82775 -1.23435  1.028
H -5.99618 -0.53438 3.64602  -0.158
F 0.48531 -0.24811 0.73595  -0.267
H 4.86233 0.50824 2.30228  0.331
C -4.70199 -3.91950 1.37220  -0.339
H -4.43092 -5.04274 -0.45432  0.273
H -3.62708 -3.84422 1.52495  0.229
C -0.61107 0.52568 0.82121  0.525
C -6.91086 0.04623 3.50700  -0.069
H 6.64026 2.90896 -1.16503  0.043
H -5.55878 -1.90181 1.39825  -0.217
O 4.89481 2.35546 0.50369  -0.730
C 7.24830 3.25969 -1.99595  -0.144
O 5.94393 -0.60613 0.35775  -0.708
C -0.85779 1.23781 -0.54349  0.450
H 4.00676 -2.90271 -5.05734  0.288
H -6.77938 0.68230 2.63283  0.487
O 7.52281 5.07803 -3.48697  -0.458
H 1.59734 3.57532 -1.21505  0.486
F -2.95511 0.18653 0.90477  -0.298
H -7.84972 1.71163 4.54071  0.272

The molecular weight comes out at 801.73 u. The LUMO energy comes out at 1.7 eV. For the energy above the lowest of the compared OMol25 structures with the same formula, charge and spin, the calculation gives 0.00 kcal/mol. As for the net charge: -1. Its HOMO-LUMO gap is 8.087 eV.

---

# 3
# C37H53BFN3O11S

9 unconnected molecules or ions with the total composition C37H53BFN3O11S (ωB97M-V/def2-TZVPD, OMol25).

Last column: Mulliken charge in e.
Element x y z (Å)
O 3.37251 -5.68331 4.11958  -0.637
H -1.13313 1.50651 -6.59256  0.297
C 3.76851 2.36108 -1.27599  -1.684
O -2.53776 -0.90473 -3.71280  -0.560
C -1.30940 2.98631 -5.46345  -0.438
N -1.22645 2.52187 -6.63515  -0.737
C 0.13356 1.55399 -2.22548  -1.642
H -3.91494 -7.22941 -2.11853  0.410
H 3.14134 0.61777 4.66058  0.592
C -3.64425 0.04178 2.65897  1.179
C -3.15005 -5.98835 -0.51193  -0.565
H 2.52605 -2.02529 0.56872  0.364
O 1.75921 -1.91771 1.14551  -0.736
H 3.51514 4.24501 -0.26133  0.195
H 4.92524 1.11623 2.74336  0.467
H 4.24470 -4.28525 1.47321  0.317
C 1.33897 1.62387 -1.53136  1.218
B -2.72077 -1.35278 -2.42973  1.502
H -1.87287 -3.66521 -3.29092  0.645
H -5.36684 -0.74248 -7.65814  0.288
H -0.77021 1.49943 1.60650  0.732
H 1.08017 3.43001 -4.90608  0.566
H -1.78736 0.53521 3.59998  0.488
C -1.20083 -2.76611 -0.87369  0.371
N -1.01354 0.84704 -1.74788  1.883
H 5.85673 3.46063 4.68167  0.341
H -2.25573 -4.61686 0.84942  0.506
O 4.47576 -3.57375 2.08049  -0.680
H 0.89530 6.94023 4.39461  0.280
C -2.34719 0.55139 2.67536  -1.336
C 0.39441 -0.56765 -0.30021  1.754
C -1.48918 -1.52316 -1.44178  -0.106
O 1.35023 6.14448 4.68666  -0.570
H 0.82980 -1.30209 -3.54695  0.323
H -3.74426 -2.39378 -4.55833  0.332
C -0.12302 -2.88324 0.00935  -0.724
H -5.37281 -0.25980 1.40867  0.416
C 5.08946 3.16949 0.68002  -1.044
C 0.03268 2.21138 -3.46470  0.841
H -2.05240 2.53020 -3.55044  0.063
F 3.33386 3.63937 -3.76059  -0.392
C -4.28985 -0.52308 3.89027  -1.578
H 4.57751 4.85680 1.90291  0.398
C 3.73046 3.20855 -0.00541  0.253
H 2.97457 2.84790 0.68744  0.347
C 2.46102 2.31085 -2.01419  -0.118
O 1.75671 0.82584 6.90986  -0.591
O 6.44437 3.75560 5.38999  -0.695
H -5.09111 -6.21464 2.08423  0.330
C 3.35668 1.58104 4.23754  -0.639
C -3.77112 0.64421 0.33290  -0.138
C -2.44432 -4.83477 -0.19432  -0.614
C 4.28890 1.80626 3.25856  -0.757
H 2.69770 -6.03558 3.53257  0.301
H 2.40255 1.18434 7.52724  0.311
H -4.42948 -0.75335 -4.57217  0.427
H -5.81984 -2.17981 -7.45501  0.276
O 1.26685 -2.11826 -3.28103  -0.733
H -2.75735 2.06511 -1.53102  0.549
C 2.77414 2.80944 4.58828  -0.652
H -3.50023 -6.66447 0.25210  0.597
H -4.97457 0.22889 4.28739  0.310
O -4.40079 -5.96504 2.70596  -0.653
H -3.56434 -0.71165 4.67398  0.374
C -0.69793 -0.40428 -1.14914  -2.180
C -2.24711 -4.32494 -2.51779  0.013
S 1.46076 0.80543 0.04022  -0.038
H 7.09069 4.31864 4.95440  0.293
H 3.19599 4.82208 3.74476  0.437
C -3.52298 -1.33739 -4.67634  -1.285
C 3.36984 3.76597 3.80195  -0.527
H -3.11211 -5.70002 -3.88707  0.442
C 1.12367 2.91509 -3.95995  -0.868
H 4.10286 1.35241 -1.03204  0.353
H 4.51424 2.78576 -1.94119  0.632
H 0.79496 5.79329 5.38959  0.292
C -1.91185 1.73825 -0.92801  -1.351
H 2.01417 3.00131 5.31859  0.505
H 6.08669 4.04626 2.38656  0.256
C -1.77103 1.09915 1.53864  -0.221
H -1.55187 1.11468 -4.41765  -0.249
H 0.78630 -2.39065 -2.49063  0.396
C 5.07654 3.89964 2.00965  -0.829
H -4.65806 -1.11752 -2.20647  0.306
H 3.91469 -5.11089 3.56101  0.364
C -1.97993 -3.97979 -1.19114  0.044
C 2.30384 2.95297 -3.23494  0.341
H 1.55480 -0.04981 7.25393  0.282
C -2.46893 1.14764 0.33825  0.217
C 0.67634 -1.78873 0.29086  -0.952
C -1.27963 2.14726 -4.21952  0.540
C -2.94512 -5.47979 -2.84502  -0.934
H 5.83919 3.62659 0.03368  0.429
H -4.34515 0.70514 -0.58259  0.449
C -4.35733 0.10065 1.46425  -1.063
N 4.28820 3.15248 2.99979  0.763
H 0.13491 -3.82378 0.47117  0.683
H -3.11197 -1.21708 -5.66868  0.346
H 3.68281 -3.02689 2.12425  0.375
H -3.79597 -5.42690 2.18733  0.306
H -1.42388 4.05956 -5.34634  0.515
O -3.96291 -1.73343 -1.95930  -0.824
O -5.34572 -1.46365 -7.02090  -0.544
C -3.39256 -6.32933 -1.83771  -0.666
H -4.89013 -1.40015 3.67562  0.359
H 5.39811 2.13492 0.81578  0.326
H -1.35653 2.64343 -0.68061  0.445

The molecular weight comes out at 777.72 u. The LUMO energy comes out at 0.2 eV. For the energy above the lowest of the compared OMol25 structures with the same formula, charge and spin, the calculation gives 0.00 kcal/mol. Its HOMO-LUMO gap is 8.113 eV.

---

# 4
# C5H13NO

2 unconnected molecules or ions with the total composition C5H13NO (ωB97M-V/def2-TZVPD, OMol25).

Last column: Mulliken charge in e.
Element x y z (Å)
C 0.36486 -1.81671 0.01059  -0.229
C -0.54686 -0.75606 0.09166  0.464
H -0.90119 -2.98320 -1.20178  0.242
H -2.23331 -0.11761 -1.17813  0.348
H 1.92980 6.31739 -1.99194  0.620
H -0.15915 -1.61431 2.94686  0.352
H 0.62573 -3.64432 -0.74292  0.428
H 0.86808 -0.69198 1.99104  0.303
C -0.08889 -0.60628 2.42349  -1.506
O 1.88413 6.74818 -1.09726  -1.649
C -1.12116 -0.17149 -1.19636  -2.758
N -1.02576 -0.43178 1.38792  0.099
H 0.02183 0.33289 3.18302  0.548
H 0.77762 -2.03094 0.97573  0.033
H 2.32737 6.19598 -0.49426  0.653
H -0.78385 -0.60955 -2.13762  0.334
H -0.97017 0.96885 -1.19663  1.061
H 0.70399 -2.46338 -2.05631  0.346
C 0.21838 -2.75958 -1.12223  -1.075
H -1.89146 0.13391 1.40513  0.388

The molecular weight comes out at 103.16 u. The expectation value of S² is 0.750. The LUMO energy (alpha / beta) comes out at 3.5 / 3.6 eV. For the energy above the lowest of the compared OMol25 structures with the same formula, charge and spin, the calculation gives 71.77 kcal/mol. As for the net charge: -1. Its HOMO-LUMO gap (alpha / beta) is 2.271 / 7.830 eV. As for the spin multiplicity: 2.